Record 1
DFT (ωB97M-V/def2-TZVPD) results for a single C8H14N2O molecule.

Element x y z (Å)
1 C 2.33520 -3.32449 -0.47805
2 C 1.44807 -2.20022 0.11578
3 C 0.20173 -1.84346 -0.79324
4 N -0.80034 -0.93051 -0.31094
5 N -2.06611 -1.28533 0.30406
6 C -0.42767 0.34397 -0.13432
7 C 0.47673 1.27143 -0.64360
8 O 0.37376 2.63714 -0.38593
9 C -0.81597 2.93257 0.34109
10 C -1.08112 4.25645 0.84974
11 C -1.32159 1.63709 0.55679
12 H 1.82255 -4.01499 -1.01175
13 H 2.93655 -2.83387 -1.16346
14 H 2.99416 -3.70445 0.23024
15 H 1.95391 -1.22210 0.32295
16 H 0.90699 -2.33804 1.15059
17 H 0.54333 -1.42176 -1.75316
18 H -0.17859 -2.83032 -1.01123
19 H -2.05333 -0.84991 1.24303
20 H -2.76041 -0.71021 -0.22026
21 H 1.44405 0.91809 -1.07746
22 H -0.25978 4.97475 0.93637
23 H -1.51484 4.21639 1.87585
24 H -1.80291 4.89688 0.17696
25 H -2.35437 1.42489 0.87994

Calculated values
E_HOMO, eV: -7.51
SMILES: CCCN(N)c1coc(C)c1
Relative energy (zero: lowest compared OMol25 entry of this formula, charge and spin), kcal/mol: 109.8

=====

Record 2
DFT (ωB97M-V/def2-TZVPD) results for C8H14N2O3S as an isolated structure.

Element x y z (Å)
1 C -0.17924 0.67021 -1.75032
2 C 1.15128 2.08268 -0.21053
3 C 0.79394 -0.55571 -2.32835
4 C 0.73233 1.01586 0.82583
5 C 1.93561 0.22580 1.25804
6 C -0.00452 1.47838 2.06839
7 C -2.38374 -1.93893 0.84637
8 C -1.57594 -2.05183 -0.42979
9 N 0.65428 1.87568 -1.44379
10 N -0.22378 0.17381 0.04796
11 O -1.29212 0.81462 -2.23397
12 O 1.87446 3.05375 0.02519
13 O 0.72409 -1.66007 -1.53433
14 S 0.11908 -1.38744 -0.03313
15 H 0.41772 -0.74462 -3.36756
16 H 1.93323 -0.16166 -2.25344
17 H 1.63149 -0.54953 2.01733
18 H 2.65486 0.84525 1.84023
19 H 2.37610 -0.27074 0.45015
20 H 0.42990 2.34162 2.50934
21 H -0.01604 0.61539 2.95490
22 H -1.07561 1.75828 1.73085
23 H -3.40274 -2.45457 0.62460
24 H -2.13833 -2.56713 1.66338
25 H -2.37785 -0.86645 0.94782
26 H -2.04538 -1.19422 -1.01355
27 H -1.55315 -3.07609 -0.99248
28 H 0.84005 2.52767 -2.21913

Calculated values
E_HOMO, eV: -9.13
Relative energy (zero: lowest compared OMol25 entry of this formula, charge and spin), kcal/mol: 95.5

=====

Record 3
DFT (ωB97M-V/def2-TZVPD) results for a single C8H14N2O5S molecule.

Element x y z (Å)
1 N 0.38376 1.91924 -0.91404
2 C 0.83805 0.69893 -0.51818
3 C 2.04470 1.01482 0.30020
4 C 2.93548 -0.10787 0.88817
5 C 3.70690 -0.86022 -0.34749
6 O 3.39683 -0.39568 -1.50534
7 O 4.62806 -1.81671 -0.07150
8 C -0.11756 -0.34165 0.22643
9 O 0.25073 -0.84022 1.32831
10 N -1.28990 -0.61172 -0.34949
11 C -2.40792 -0.94800 0.43827
12 C -2.96104 0.44455 1.02292
13 S -3.51237 1.39893 -0.52578
14 C -3.60183 -1.62217 -0.28682
15 O -4.78649 -1.56619 0.04175
16 O -3.19290 -2.51986 -1.31362
17 H 0.79538 2.22007 -1.85406
18 H 0.44441 2.57897 -0.22473
19 H 1.04751 0.15008 -1.37058
20 H 2.66288 1.85072 -0.15912
21 H 2.00804 1.70894 1.13177
22 H 2.67287 -0.89455 1.51782
23 H 3.75553 0.45504 1.36011
24 H 4.88618 -2.02671 -0.95808
25 H -1.62606 0.14904 -0.91205
26 H -2.26180 -1.75803 1.31666
27 H -3.71914 0.26042 1.90051
28 H -2.15769 1.15501 1.47676
29 H -2.60930 2.60225 -0.25141
30 H -2.21334 -2.29742 -1.38738

Calculated values
E_HOMO, eV: -9.40
SMILES: N[C@@H](CCC(=O)O)C(=O)N[C@@H](CS)C(=O)O
Relative energy (zero: lowest compared OMol25 entry of this formula, charge and spin), kcal/mol: 99.6

=====

Record 4
DFT (ωB97M-V/def2-TZVPD) results for a single C8H14N2O6 molecule.

Element x y z (Å)
1 C 2.68506 1.01075 -1.27685
2 C 2.27055 -0.29371 -0.59367
3 O 3.50794 -1.03994 -0.46080
4 C 1.75156 -0.00971 0.78156
5 N 2.12675 -0.99403 1.69585
6 C 0.30418 0.22253 0.58294
7 O -0.07563 1.36250 0.66977
8 N -0.53131 -0.75312 0.67782
9 C -1.94928 -0.63195 0.53277
10 C -2.37643 0.55381 -0.42702
11 C -2.10347 2.04622 0.18831
12 O -2.56568 2.50143 1.20853
13 O -1.42953 2.85517 -0.67814
14 C -2.63952 -1.94312 -0.03004
15 O -2.08983 -3.00420 0.10383
16 O -3.77907 -1.75522 -0.82668
17 H 3.39582 1.52396 -0.66673
18 H 1.88756 1.63630 -1.62051
19 H 3.25252 0.69502 -2.13620
20 H 1.36681 -0.83768 -1.06180
21 H 3.26525 -1.86472 -0.95176
22 H 2.20499 0.98438 1.13433
23 H 1.57733 -1.13823 2.51374
24 H 3.20069 -1.02636 1.81101
25 H -0.30437 -1.67732 0.54777
26 H -2.37689 -0.56809 1.55765
27 H -3.39632 0.52070 -0.65292
28 H -1.71676 0.53844 -1.27621
29 H -1.30996 3.64914 -0.20583
30 H -4.15294 -2.56296 -1.14073

Calculated values
E_HOMO, eV: -9.08
SMILES: C[C@@H](O)[C@H](N)C(=O)N[C@@H](CC(=O)O)C(=O)O
Relative energy (zero: lowest compared OMol25 entry of this formula, charge and spin), kcal/mol: 66.4

=====

Record 5
DFT (ωB97M-V/def2-TZVPD) results for C8H14N2O8 as an isolated structure.

Element x y z (Å)
1 C 2.80851 -0.28482 0.29716
2 C 1.91637 -0.96527 1.35379
3 C 2.54307 1.21677 0.12180
4 C 1.33459 1.54741 -0.71340
5 C -2.63092 -0.12512 0.48356
6 C -1.47988 0.80678 0.84106
7 C -2.33608 -0.83546 -0.82646
8 C -1.13858 -1.74083 -0.70334
9 H 3.19447 -1.87553 -0.92591
10 H 1.86552 -1.03062 -1.36746
11 H 3.81654 -0.37496 0.71130
12 H 2.42283 1.71232 1.09330
13 H 3.40763 1.67278 -0.36652
14 H 0.56080 2.91360 -1.71770
15 H 0.38284 -0.48480 0.30800
16 H -4.11968 1.02413 1.28198
17 H -3.81169 1.35541 -0.28948
18 H -2.72120 -0.86399 1.28580
19 H -3.20628 -1.42993 -1.12406
20 H -2.14096 -0.11369 -1.62588
21 H -0.01652 -2.84048 -1.70676
22 H -0.79278 1.79958 2.26644
23 N 2.81020 -0.93835 -1.00719
24 N -3.89575 0.59902 0.38685
25 O 2.38492 -1.47451 2.34118
26 O 0.38637 0.80956 -0.92579
27 O 1.38406 2.77905 -1.21885
28 O 0.60084 -1.01331 1.10654
29 O -0.66315 1.24638 0.06496
30 O -0.55418 -1.98894 0.32508
31 O -0.78738 -2.27745 -1.88494
32 O -1.52454 1.17526 2.13495

Calculated values
E_HOMO, eV: -8.23

=====

Record 6
DFT (ωB97M-V/def2-TZVPD) results for a single C8H14N2OS molecule.

Element x y z (Å)
1 C -0.84867 0.35596 -0.40233
2 C 0.47566 -0.40310 -0.42709
3 C 1.39637 0.39945 0.14959
4 C -1.09092 2.73295 0.32993
5 C 0.49527 -1.79156 -0.86702
6 C 3.03738 -0.03332 1.97299
7 C -3.73867 -0.95999 -1.39814
8 C 2.79106 0.13811 0.43540
9 N 0.88492 1.61812 0.64107
10 N -0.34617 1.67423 0.20637
11 O -1.83193 -0.22261 0.44065
12 S -3.45640 -0.00219 0.10620
13 H -1.24319 0.65412 -1.35064
14 H -0.60525 3.49534 0.84549
15 H -2.06361 2.89653 0.11856
16 H 0.60392 -1.92123 -1.95395
17 H 1.32293 -2.38600 -0.43304
18 H -0.43635 -2.16593 -0.59569
19 H 3.11490 0.84985 2.48940
20 H 4.00871 -0.67512 2.00989
21 H 2.17444 -0.69540 2.46303
22 H -4.20596 -1.86578 -1.11526
23 H -4.36122 -0.49448 -2.08083
24 H -2.66601 -1.21863 -1.72434
25 H 3.07821 -0.82034 -0.00600
26 H 3.51059 0.84104 0.14575

Calculated values
E_HOMO (spin up / spin down), eV: -7.01 / -7.01
Relative energy (zero: lowest compared OMol25 entry of this formula, charge and spin), kcal/mol: 101.6